# 1
{"formula": "C4H2MnO5", "method": "wB97M-V/def2-TZVPD", "elements": ["Mn", "O", "C", "C", "O", "C", "O", "C", "O", "O", "H", "H"], "xyz": [[-0.070, -0.064, -0.264], [-0.604, 2.909, -0.124], [-0.453, 1.757, -0.234], [1.648, -0.752, -0.238], [2.755, -1.100, -0.126], [-1.492, -1.253, -0.130], [-2.380, -1.997, -0.138], [-0.111, -0.091, -2.015], [-0.088, -0.071, -3.191], [0.526, 0.432, 1.971], [-0.374, 0.744, 2.245], [0.642, -0.514, 2.244]], "lowdin_spin": [3.9926, 0.1034, 0.0884, 0.0896, 0.1065, 0.0943, 0.1221, 0.0928, 0.1734, 0.1311, 0.0029, 0.0029], "total_charge": 2, "e_lumo_ev": [-10.0, -13.0], "s_squared": 8.779, "spin_multiplicity": 6}


# 2
{"formula": "C46H80N3O36S8", "method": "wB97M-V/def2-TZVPD", "elements": ["C", "C", "O", "O", "C", "C", "C", "C", "C", "N", "C", "C", "O", "C", "C", "O", "C", "C", "C", "C", "C", "C", "N", "C", "C", "C", "C", "C", "C", "C", "C", "C", "C", "C", "C", "C", "N", "H", "H", "H", "H", "H", "H", "H", "H", "H", "H", "H", "H", "H", "H", "H", "H", "H", "H", "H", "H", "H", "H", "H", "H", "H", "H", "H", "H", "H", "H", "H", "H", "H", "H", "H", "H", "H", "H", "H", "H", "H", "H", "H", "H", "H", "H", "H", "H", "C", "C", "O", "S", "O", "O", "O", "H", "H", "H", "H", "C", "C", "O", "S", "O", "O", "O", "H", "H", "H", "H", "C", "C", "O", "S", "O", "O", "O", "H", "H", "H", "H", "C", "C", "O", "S", "O", "O", "O", "H", "H", "H", "H", "C", "C", "O", "S", "O", "O", "O", "H", "H", "H", "H", "C", "C", "O", "S", "O", "O", "O", "H", "H", "H", "H", "C", "C", "O", "S", "O", "O", "O", "H", "H", "H", "H", "C", "C", "O", "S", "O", "O", "O", "H", "H", "H", "H"], "xyz": [[5.344, -7.721, 1.965], [6.032, -8.185, 0.713], [7.211, -8.308, 0.677], [5.269, -8.512, -0.374], [4.721, -7.388, -1.068], [3.288, -7.052, -0.609], [3.146, -5.660, 0.056], [2.068, -4.752, -0.584], [0.925, -4.316, 0.344], [0.341, -5.472, 1.027], [0.065, -6.674, 0.223], [-0.652, -6.645, -1.102], [0.407, -7.707, 0.693], [-0.802, -5.087, 1.836], [-2.210, -5.201, 1.358], [-0.568, -4.670, 2.940], [-0.059, -3.473, -0.510], [-0.096, -2.003, -0.074], [1.374, -1.494, -0.140], [1.326, 0.005, -0.054], [1.596, 0.788, -1.169], [1.512, 2.167, -1.075], [1.220, 2.872, 0.024], [0.966, 2.086, 1.080], [0.983, 0.701, 1.102], [2.107, -2.142, 1.043], [3.652, -2.185, 0.956], [4.268, -1.605, -0.306], [5.813, -1.532, -0.162], [6.142, -0.090, 0.257], [6.476, -1.782, -1.532], [7.363, -3.041, -1.595], [8.378, -3.041, -0.493], [8.258, -3.670, 0.694], [8.680, -3.046, 1.992], [7.653, -5.056, 0.780], [1.499, -3.472, 1.436], [5.796, -6.800, 2.320], [4.273, -7.584, 1.854], [5.510, -8.488, 2.717], [5.382, -6.523, -1.009], [4.697, -7.697, -2.108], [2.614, -7.138, -1.460], [3.002, -7.839, 0.079], [4.127, -5.192, 0.084], [2.849, -5.850, 1.090], [2.569, -3.863, -0.964], [1.663, -5.234, -1.466], [-1.732, -6.620, -1.002], [-0.342, -5.839, -1.759], [-0.395, -7.572, -1.605], [-2.467, -6.167, 0.940], [-2.425, -4.406, 0.649], [-2.866, -5.042, 2.207], [-1.047, -3.909, -0.558], [0.313, -3.452, -1.532], [-0.472, -1.888, 0.943], [-0.693, -1.459, -0.798], [1.722, -1.843, -1.107], [1.865, 0.331, -2.111], [1.698, 2.744, -1.973], [0.719, 2.596, 2.005], [0.723, 0.189, 2.017], [1.905, -1.485, 1.883], [4.049, -1.606, 1.789], [4.035, -3.198, 1.089], [3.930, -0.595, -0.519], [4.064, -2.207, -1.192], [6.175, -2.229, 0.589], [7.196, 0.042, 0.490], [5.939, 0.541, -0.610], [5.494, 0.275, 1.054], [5.744, -1.829, -2.336], [7.123, -0.937, -1.764], [7.893, -3.006, -2.549], [6.727, -3.926, -1.622], [9.296, -2.495, -0.693], [9.457, -3.616, 2.505], [8.989, -2.019, 1.829], [7.811, -3.054, 2.652], [8.347, -5.771, 0.351], [7.365, -5.333, 1.791], [6.745, -5.095, 0.173], [2.215, -4.023, 1.915], [0.799, -3.285, 2.158], [1.411, 3.202, -5.873], [2.800, 3.402, -5.303], [3.145, 2.114, -4.762], [2.484, 0.963, -5.658], [3.447, 0.479, -6.574], [1.772, 0.092, -4.788], [1.447, 1.884, -6.444], [0.649, 3.219, -5.092], [1.162, 3.931, -6.638], [2.831, 4.156, -4.522], [3.523, 3.652, -6.081], [-4.719, -0.989, -0.551], [-4.399, -0.521, -1.953], [-3.773, -1.666, -2.565], [-4.401, -3.003, -1.983], [-5.392, -3.493, -2.869], [-3.323, -3.829, -1.556], [-5.124, -2.365, -0.714], [-3.835, -0.968, 0.089], [-5.517, -0.418, -0.087], [-3.722, 0.329, -1.979], [-5.307, -0.286, -2.514], [-4.591, 2.072, -5.536], [-5.145, 3.401, -5.068], [-4.518, 3.608, -3.788], [-3.052, 2.987, -3.802], [-2.100, 4.000, -4.066], [-2.917, 2.140, -2.666], [-3.217, 2.091, -5.113], [-5.092, 1.234, -5.048], [-4.646, 1.948, -6.613], [-6.225, 3.394, -4.957], [-4.851, 4.217, -5.730], [-9.110, -4.847, -3.188], [-7.943, -4.896, -4.150], [-8.551, -5.089, -5.435], [-9.969, -4.348, -5.477], [-9.813, -3.077, -6.085], [-10.945, -5.271, -5.921], [-10.123, -4.124, -3.896], [-9.489, -5.846, -2.965], [-8.866, -4.336, -2.261], [-7.254, -5.708, -3.937], [-7.397, -3.954, -4.165], [0.848, 5.801, 1.823], [1.134, 5.508, 3.279], [1.053, 6.793, 3.919], [-0.042, 7.687, 3.182], [-1.266, 7.588, 3.891], [0.534, 8.942, 2.859], [-0.174, 6.811, 1.858], [1.725, 6.212, 1.321], [0.491, 4.931, 1.278], [2.115, 5.071, 3.437], [0.371, 4.860, 3.718], [-4.341, 7.496, 4.330], [-3.813, 7.305, 5.730], [-4.960, 7.504, 6.573], [-6.273, 6.995, 5.816], [-6.570, 5.674, 6.250], [-7.246, 8.021, 5.857], [-5.649, 6.897, 4.350], [-4.450, 8.553, 4.081], [-3.720, 7.009, 3.586], [-3.028, 8.010, 5.981], [-3.452, 6.286, 5.882], [-4.894, 2.716, 5.963], [-4.385, 1.401, 5.415], [-3.589, 1.774, 4.276], [-2.893, 3.189, 4.549], [-1.563, 2.969, 5.000], [-3.169, 4.040, 3.450], [-3.784, 3.619, 5.799], [-5.736, 3.101, 5.388], [-5.172, 2.652, 7.011], [-5.186, 0.734, 5.110], [-3.738, 0.891, 6.131], [-1.125, 12.397, 2.168], [-1.263, 11.373, 1.063], [-2.623, 11.502, 0.626], [-3.092, 13.027, 0.767], [-2.961, 13.674, -0.487], [-4.308, 13.051, 1.492], [-1.895, 13.517, 1.711], [-1.558, 12.037, 3.103], [-0.095, 12.695, 2.338], [-1.072, 10.361, 1.404], [-0.608, 11.605, 0.220]], "lowdin_charge": [0.0363, -0.5308, 0.1515, -0.0139, -0.1505, -0.1407, -0.1530, -0.0830, -0.3618, 0.0796, -0.4319, 0.0327, 0.1743, -0.4121, 0.0356, 0.1276, -0.0849, -0.0857, -0.2163, -0.1901, 0.0005, -0.1103, 0.0850, -0.1244, -0.0099, -0.1758, -0.1040, -0.1649, -0.3448, -0.0583, -0.1617, -0.1858, -0.0917, -0.3454, -0.0588, -0.0468, 0.1772, 0.0734, 0.0654, 0.1027, 0.1092, 0.1290, 0.1097, 0.1055, 0.0931, 0.1024, 0.1108, 0.1135, 0.0887, 0.0772, 0.1031, 0.0940, 0.0662, 0.1036, 0.0755, 0.1298, 0.1285, 0.1345, 0.1385, 0.1090, 0.1066, 0.1030, 0.1131, 0.1357, 0.1282, 0.1068, 0.1065, 0.1060, 0.1153, 0.0830, 0.0834, 0.0769, 0.1114, 0.1102, 0.1116, 0.0948, 0.1197, 0.0829, 0.0750, 0.0798, 0.0949, 0.0665, 0.0460, 0.1766, 0.1547, -0.1470, -0.1529, -0.2023, 0.5894, -0.2027, -0.2409, -0.1810, 0.1242, 0.1404, 0.1351, 0.1365, -0.1364, -0.1463, -0.1794, 0.5983, -0.2049, -0.2390, -0.1823, 0.1301, 0.1416, 0.0999, 0.1392, -0.1458, -0.1430, -0.1781, 0.5938, -0.2101, -0.2401, -0.1841, 0.1286, 0.1409, 0.1407, 0.1388, -0.1601, -0.1738, -0.1852, 0.5993, -0.2204, -0.2082, -0.1872, 0.1347, 0.1325, 0.1356, 0.1080, -0.1550, -0.1536, -0.1756, 0.5970, -0.2125, -0.2159, -0.1791, 0.1378, 0.1030, 0.1382, 0.1219, -0.1654, -0.1648, -0.1784, 0.5957, -0.2348, -0.2059, -0.1833, 0.1397, 0.1135, 0.1311, 0.1191, -0.1464, -0.1541, -0.1960, 0.5778, -0.2321, -0.2149, -0.1920, 0.1322, 0.1437, 0.1359, 0.1339, -0.1574, -0.1633, -0.1897, 0.5969, -0.2161, -0.2143, -0.1863, 0.1348, 0.1370, 0.1103, 0.1365], "total_charge": 1, "e_lumo_ev": -2.6}


# 3
{"formula": "C3H6N2O", "method": "wB97M-V/def2-TZVPD", "elements": ["H", "N", "C", "N", "C", "C", "O", "H", "H", "H", "H", "H"], "xyz": [[-0.972, -2.336, 0.177], [-1.411, -1.578, 0.709], [-0.746, -0.508, 0.704], [-0.640, 0.467, 1.606], [0.642, -0.304, -0.403], [0.644, 0.903, -1.308], [1.250, -1.321, -0.701], [-1.083, 0.245, 2.501], [0.354, 0.817, 1.288], [-0.329, 1.398, -1.296], [0.890, 0.610, -2.332], [1.399, 1.607, -0.946]], "lowdin_charge": [0.0560, 0.1097, -0.4649, 0.0958, -0.3316, -0.0379, 0.0549, 0.1148, 0.1479, 0.0834, 0.0883, 0.0837], "e_lumo_ev": 0.2, "smiles": "[H]/N=C(/N)C(C)=O"}


# 4
{"formula": "C3H16NO4", "method": "wB97M-V/def2-TZVPD", "elements": ["C", "C", "C", "N", "H", "H", "H", "H", "H", "H", "H", "H", "H", "H", "O", "H", "H", "O", "H", "H", "O", "H", "H", "O"], "xyz": [[-0.149, 2.590, -0.406], [0.355, 2.189, 0.976], [-0.996, 0.796, 2.425], [-0.254, 0.942, 1.416], [-0.312, 1.761, -1.094], [-1.139, 3.052, -0.336], [0.502, 3.289, -0.922], [1.420, 1.992, 0.919], [0.278, 2.980, 1.721], [-1.387, -0.182, 2.670], [-1.307, 1.631, 3.036], [-0.009, 0.107, 0.802], [3.213, -3.662, 0.344], [3.698, -2.930, -0.883], [2.963, -2.968, -0.254], [-1.655, -1.705, 0.214], [-2.957, -2.109, 0.997], [-2.246, -1.486, 0.952], [-0.079, -1.762, -3.378], [-1.008, -0.582, -3.749], [-0.337, -0.892, -3.100], [0.011, -0.895, -1.428], [1.137, -1.279, -0.455], [0.258, -0.877, -0.468]], "lowdin_charge": [-0.0551, -0.1857, 0.1612, 0.0334, 0.0669, 0.0857, 0.0869, 0.1298, 0.1303, 0.1001, 0.1223, 0.1112, 0.0336, 0.0516, -0.0460, 0.0273, 0.0420, -0.0494, 0.0579, 0.0981, -0.0322, 0.0298, 0.0598, -0.0594], "total_charge": 1, "e_lumo_ev": -3.5}


Copy entry 1 word for word.
{"formula": "C4H2MnO5", "method": "wB97M-V/def2-TZVPD", "elements": ["Mn", "O", "C", "C", "O", "C", "O", "C", "O", "O", "H", "H"], "xyz": [[-0.070, -0.064, -0.264], [-0.604, 2.909, -0.124], [-0.453, 1.757, -0.234], [1.648, -0.752, -0.238], [2.755, -1.100, -0.126], [-1.492, -1.253, -0.130], [-2.380, -1.997, -0.138], [-0.111, -0.091, -2.015], [-0.088, -0.071, -3.191], [0.526, 0.432, 1.971], [-0.374, 0.744, 2.245], [0.642, -0.514, 2.244]], "lowdin_spin": [3.9926, 0.1034, 0.0884, 0.0896, 0.1065, 0.0943, 0.1221, 0.0928, 0.1734, 0.1311, 0.0029, 0.0029], "total_charge": 2, "e_lumo_ev": [-10.0, -13.0], "s_squared": 8.779, "spin_multiplicity": 6}